# 1
Below is a molecular structure, C33H47BrFN2O3Si3Zn in a non-equilibrium geometry, with properties calculated with ωB97M-V/def2-TZVPD.

ORCA input file:
```
! RIJCOSX wB97M-V def2-TZVPD def2/J DEFGRID3
* xyz -1 1
Zn -0.12 -0.85 -0.79
O -3.99 1.30 -0.29
C -3.51 2.46 0.25
C -4.22 3.69 0.18
C -3.67 4.90 0.52
C -2.39 4.97 1.09
C -1.76 3.70 1.24
C -2.25 2.50 0.80
C -1.36 1.20 1.01
O -1.56 0.54 -0.18
N -1.90 0.45 2.14
N -1.13 -0.05 3.05
C -1.50 -0.91 3.94
C -0.64 -1.14 5.03
Br -0.50 -3.07 5.59
C -0.04 -0.29 5.83
C -0.23 1.16 5.81
C 0.88 2.05 5.65
C 0.77 3.41 5.67
C -0.49 3.95 5.78
C -1.61 3.15 5.83
C -1.50 1.72 5.86
H -3.11 0.86 -0.42
H -5.23 3.69 -0.20
H -4.36 5.72 0.40
H -1.99 5.93 1.48
H -0.84 3.74 1.80
H -0.26 1.37 1.18
H -2.78 -0.09 1.96
H -2.48 -1.27 4.04
H 0.49 -0.78 6.66
H 1.85 1.72 5.40
H 1.60 4.02 5.51
H -0.57 5.09 5.81
H -2.53 3.67 5.84
H -2.45 1.15 5.88
C 1.40 -4.66 -3.01
O 0.86 -3.42 -2.70
Si 1.74 -1.99 -3.00
C 3.32 -2.16 -2.01
C 2.30 -1.98 -4.74
C 0.52 -0.60 -2.70
Si -1.23 -0.76 -3.52
C -2.10 -2.22 -2.60
C -2.13 0.91 -3.48
C -1.29 -1.13 -5.30
Si 1.26 1.10 -2.98
C 1.05 1.78 -4.74
C 0.62 2.37 -1.69
C 3.09 1.02 -2.77
H 2.29 -4.91 -2.41
H 1.72 -4.66 -4.08
H 0.59 -5.42 -2.94
H 3.48 -3.24 -2.09
H 3.18 -2.01 -0.93
H 4.19 -1.57 -2.26
H 2.08 -1.05 -5.23
H 1.74 -2.77 -5.37
H 3.38 -2.06 -4.98
H -2.30 -2.00 -1.51
H -1.60 -3.15 -2.88
H -3.12 -2.21 -2.94
H -2.13 1.35 -2.48
H -3.20 0.84 -3.81
H -1.67 1.68 -4.08
H -0.73 -2.09 -5.54
H -0.96 -0.23 -5.85
H -2.33 -1.31 -5.50
H 0.68 2.83 -4.73
H 0.28 1.41 -5.45
H 1.94 1.87 -5.39
H -0.46 2.34 -1.82
H 0.99 3.36 -1.91
H 0.99 2.12 -0.69
H 3.58 0.37 -3.53
H 3.21 0.63 -1.77
H 3.48 2.05 -2.81
F 4.40 -3.70 3.84
C 3.42 -3.21 3.03
C 3.09 -4.01 2.02
C 2.01 -3.63 1.20
C 1.15 -2.57 1.48
C -0.12 -2.32 0.69
C 1.60 -1.71 2.52
C 2.69 -2.05 3.31
H 3.65 -4.92 1.82
H 1.94 -4.33 0.38
H -0.85 -2.10 1.43
H -0.48 -3.24 0.21
H 1.08 -0.81 2.76
H 3.04 -1.44 4.18
*
```

Computed properties:
Highest occupied orbital energy ... -4.85 eV
Energy ... -6942.67779 hartree
Max |F| ... 3.24 eV/A
Kohn-Sham gap ... 7.4 eV
Energy relative to the best compared isomer or geometry (same formula, charge and spin) ... 31.5 kJ/mol

***

# 2
Below is a gas-phase ion, C6H12N (charge +1) in a non-equilibrium geometry, with properties calculated with ωB97M-V/def2-TZVPD.

ORCA input file:
```
! RIJCOSX wB97M-V def2-TZVPD def2/J DEFGRID3
* xyz 1 1
C 2.14 -1.11 1.07
C 2.37 -0.08 -0.01
C 1.15 0.88 -0.07
C -0.14 0.23 -0.53
C -1.39 0.66 -0.56
N -2.54 -0.23 -0.60
C -3.71 0.23 -0.45
H 1.71 -0.72 2.00
H 1.49 -1.97 0.84
H 3.09 -1.56 1.35
H 3.19 0.48 0.46
H 2.65 -0.38 -1.01
H 0.84 1.48 0.80
H 1.44 1.65 -0.83
H 0.10 -0.83 -0.71
H -1.71 1.67 -0.32
H -2.29 -1.21 -0.54
H -3.89 1.29 -0.61
H -4.51 -0.47 -0.28
*
```

Computed properties:
Highest occupied orbital energy ... -14.23 eV
Energy ... -290.25413 hartree
Max |F| ... 2.73 eV/A
Kohn-Sham gap ... 9.0 eV
Energy relative to the best compared isomer or geometry (same formula, charge and spin) ... 177.9 kJ/mol
SMILES ... C=[NH+]/C=C/CCC

***

# 3
Below is 2 unconnected molecules or ions with the total composition CHClFO3 in a non-equilibrium geometry, with properties calculated with ωB97M-V/def2-TZVPD.

ORCA input file:
```
! RIJCOSX wB97M-V def2-TZVPD def2/J DEFGRID3
* xyz 1 1
C 1.01 -1.13 0.78
O -2.58 1.21 2.67
O -1.08 -0.22 2.27
O -1.82 0.39 3.10
F 0.35 -1.99 0.16
Cl 2.15 -0.24 0.11
H 0.59 -1.08 1.79
*
```

Computed properties:
Highest occupied orbital energy (alpha / beta) ... -16.38 / -16.38 eV
Energy ... -823.84318 hartree
Max |F| ... 1.87 eV/A
Kohn-Sham gap (alpha / beta) ... 8.7 / 8.7 eV
Energy relative to the best compared isomer or geometry (same formula, charge and spin) ... 294.1 kJ/mol

***

# 4
Below is a gas-phase ion, C4H10NO2 (charge +1) in a non-equilibrium geometry, with properties calculated with ωB97M-V/def2-TZVPD.

ORCA input file:
```
! RIJCOSX wB97M-V def2-TZVPD def2/J DEFGRID3
* xyz 1 1
O 0.44 -2.03 -2.06
C 0.72 -1.64 -0.96
C 0.32 -0.23 -0.57
C -0.48 -0.30 0.74
C 0.05 0.61 1.78
O -0.05 1.95 1.25
N -0.49 0.30 -1.70
H 1.14 -2.24 -0.15
H 1.15 0.44 -0.35
H -0.55 -1.32 1.12
H -1.53 -0.13 0.46
H 1.10 0.38 1.99
H -0.39 0.60 2.78
H 0.67 2.46 1.62
H 0.07 0.89 -2.31
H -0.82 -0.51 -2.25
H -1.35 0.76 -1.39
*
```

Computed properties:
Highest occupied orbital energy ... -14.72 eV
Energy ... -363.36990 hartree
Max |F| ... 1.67 eV/A
Kohn-Sham gap ... 11.1 eV
Energy relative to the best compared isomer or geometry (same formula, charge and spin) ... 172.6 kJ/mol
SMILES ... [NH3+][C@H](C=O)CCO

***

# 5
Below is a molecular structure, C51H120F6N6O9P2S2 in a non-equilibrium geometry, with properties calculated with ωB97M-V/def2-TZVPD.

ORCA input file:
```
! RIJCOSX wB97M-V def2-TZVPD def2/J DEFGRID3
* xyz 6 1
C -0.11 0.85 1.24
F 0.32 0.04 2.19
F -1.37 0.68 0.91
F 0.08 2.10 1.63
S 0.98 0.34 -0.28
O 2.33 0.10 0.17
O 0.30 -0.82 -0.81
N 0.81 1.62 -1.33
S 1.90 2.72 -0.98
O 2.56 2.81 0.30
O 2.87 2.88 -2.05
C 0.86 4.31 -1.06
F 0.00 4.32 -0.03
F 1.60 5.40 -0.99
F 0.14 4.27 -2.20
C 6.23 -3.38 -7.25
C 6.62 -4.47 -6.25
C 5.41 -4.91 -5.40
C 4.34 -5.64 -6.24
P 2.93 -6.26 -5.26
C 2.15 -4.83 -4.41
C 1.06 -5.18 -3.38
C 0.37 -3.87 -2.92
C -0.66 -4.08 -1.82
C 1.75 -7.01 -6.41
C 2.38 -8.17 -7.19
C 1.37 -8.84 -8.11
C 2.00 -9.94 -8.99
C 3.49 -7.51 -4.09
C 2.35 -8.38 -3.49
C 2.91 -9.51 -2.61
C 1.78 -10.23 -1.88
H 7.04 -2.75 -7.59
H 5.45 -2.71 -6.87
H 5.77 -3.90 -8.09
H 7.39 -4.10 -5.57
H 7.11 -5.32 -6.72
H 5.08 -3.96 -4.97
H 5.70 -5.54 -4.56
H 4.78 -6.51 -6.72
H 3.90 -5.03 -7.03
H 1.78 -4.18 -5.20
H 2.94 -4.36 -3.82
H 1.49 -5.72 -2.54
H 0.28 -5.83 -3.77
H -0.07 -3.44 -3.82
H 1.10 -3.12 -2.59
H -1.40 -4.83 -2.11
H -1.27 -3.19 -1.65
H -0.24 -4.37 -0.86
H 1.50 -6.17 -7.06
H 0.80 -7.27 -5.94
H 2.90 -8.90 -6.56
H 3.26 -7.85 -7.75
H 0.96 -8.10 -8.79
H 0.54 -9.33 -7.60
H 1.33 -10.49 -9.64
H 2.58 -10.64 -8.39
H 2.72 -9.41 -9.63
H 3.97 -6.98 -3.26
H 4.19 -8.24 -4.49
H 1.71 -8.79 -4.27
H 1.61 -7.85 -2.88
H 3.67 -9.17 -1.91
H 3.30 -10.32 -3.23
H 1.01 -10.57 -2.58
H 1.24 -9.61 -1.15
H 2.11 -11.08 -1.29
C -9.84 1.14 6.20
C -8.59 1.11 7.09
C -7.32 1.09 6.25
C -6.02 1.31 7.06
P -5.02 -0.18 7.41
C -3.59 0.24 8.43
C -3.95 0.61 9.86
C -2.70 0.74 10.75
C -2.99 1.12 12.21
C -5.91 -1.60 8.18
C -6.96 -2.31 7.30
C -7.38 -3.63 7.92
C -6.25 -4.70 7.95
C -4.47 -0.72 5.75
C -3.45 0.24 5.05
C -2.02 -0.38 5.17
C -1.84 -1.65 4.33
H -9.87 0.24 5.58
H -9.87 1.98 5.50
H -10.69 1.17 6.87
H -8.55 0.31 7.83
H -8.57 2.02 7.70
H -7.28 1.88 5.50
H -7.23 0.18 5.64
H -6.31 1.68 8.04
H -5.35 2.08 6.67
H -3.19 1.08 7.83
H -2.83 -0.53 8.24
H -4.50 -0.19 10.36
H -4.52 1.54 9.88
H -2.04 1.46 10.27
H -2.31 -0.27 10.89
H -3.74 0.44 12.62
H -3.50 2.10 12.23
H -2.06 1.15 12.76
H -6.41 -1.28 9.10
H -5.09 -2.23 8.53
H -6.70 -2.53 6.26
H -7.86 -1.69 7.27
H -8.15 -4.08 7.30
H -7.64 -3.45 8.97
H -5.79 -4.65 6.96
H -6.63 -5.68 8.22
H -5.46 -4.38 8.63
H -5.35 -0.76 5.11
H -4.16 -1.75 5.91
H -3.39 1.20 5.56
H -3.68 0.30 3.99
H -1.66 -0.62 6.16
H -1.36 0.38 4.73
H -1.97 -1.52 3.25
H -2.64 -2.34 4.61
H -0.86 -2.12 4.45
C 2.01 5.40 -4.76
C 3.04 6.49 -4.54
C 4.33 6.05 -3.90
O 4.85 5.01 -4.72
C 6.12 4.55 -4.26
N 3.43 7.02 -5.93
H 4.09 7.80 -5.99
H 3.95 6.27 -6.42
H 2.65 7.28 -6.54
H 1.48 5.25 -3.82
H 2.33 4.41 -5.08
H 1.21 5.74 -5.43
H 2.53 7.33 -4.07
H 4.27 5.68 -2.87
H 5.03 6.89 -3.90
H 6.31 3.70 -4.91
H 6.14 4.25 -3.21
H 6.91 5.29 -4.43
C -3.09 8.68 -0.85
C -1.66 8.72 -1.40
C -0.65 7.57 -1.20
O 0.52 7.69 -1.95
C 1.47 8.59 -1.41
N -1.68 9.27 -2.84
H -2.66 9.30 -3.14
H -1.29 10.20 -2.89
H -1.22 8.68 -3.54
H -3.20 7.83 -0.17
H -3.82 8.48 -1.64
H -3.35 9.57 -0.29
H -1.15 9.59 -0.96
H -1.18 6.68 -1.55
H -0.46 7.43 -0.13
H 2.33 8.73 -2.07
H 1.90 8.20 -0.48
H 1.13 9.62 -1.24
C -2.98 -0.55 -2.03
C -2.09 -0.19 -3.17
O -1.62 -0.96 -3.93
N -1.44 1.18 -3.11
H -2.12 1.81 -2.69
H -0.65 1.20 -2.43
C -0.99 1.64 -4.49
H -3.90 0.03 -2.05
H -2.47 -0.47 -1.07
H -3.28 -1.57 -2.24
H -0.56 2.62 -4.31
H -1.87 1.71 -5.12
H -0.23 0.96 -4.86
C 3.89 -0.24 -2.71
C 5.04 0.30 -1.93
O 5.80 1.11 -2.33
N 5.21 -0.17 -0.49
H 4.98 0.52 0.23
H 4.52 -0.90 -0.29
C 6.60 -0.71 -0.22
H 3.72 0.45 -3.52
H 2.95 -0.42 -2.19
H 4.26 -1.21 -3.06
H 6.60 -1.51 0.52
H 7.30 0.10 -0.10
H 6.90 -1.29 -1.10
C 2.73 4.78 2.88
C 1.88 6.03 2.72
O 1.64 6.58 1.70
N 1.44 6.67 4.02
H 0.74 6.20 4.59
H 2.26 6.68 4.65
C 1.03 8.12 3.93
H 2.15 3.87 3.04
H 3.51 4.93 3.63
H 3.27 4.72 1.93
H 1.79 8.73 3.47
H 0.78 8.43 4.94
H 0.11 8.20 3.35
*
```

Computed properties:
Highest occupied orbital energy ... -18.99 eV
Energy ... -5096.96999 hartree
Max |F| ... 4.26 eV/A
Kohn-Sham gap ... 7.8 eV